(1)
The following is a DFT calculation (wB97M-V/def2-TZVPD) of 7 unconnected molecules or ions with the total composition C16H20B3F24O8 at a distorted geometry.

The geometry in XYZ format:
```
71
Properties=species:S:1:pos:R:3:forces:R:3:lowdin_spin:R:1
B -1.436 0.258 0.829 0.5121 0.6902 -0.7154 0.011
F -0.985 -0.315 -0.292 1.2343 -0.3632 -1.2426 0.003
F -1.820 -0.661 1.746 -1.6248 -3.1711 2.5084 0.415
F -0.588 1.006 1.577 2.5153 1.1783 0.4068 0.085
F -2.520 0.983 0.623 -2.9164 1.8551 -1.1026 0.116
B -2.040 -4.620 1.152 -0.5688 1.5951 0.0269 0.000
F -1.451 -5.662 1.856 0.2280 -0.6185 0.4210 0.000
F -1.703 -4.650 -0.178 0.9855 -0.3892 -1.1946 0.000
F -3.423 -4.609 1.197 -0.9957 -0.7349 0.5663 0.001
F -1.636 -3.370 1.706 0.6888 -0.1021 0.3257 0.005
B -5.331 -0.365 1.737 -1.1070 0.8448 0.9679 0.008
F -4.817 0.870 1.971 1.2415 2.0072 1.3329 0.076
F -5.701 -0.346 0.481 -1.4510 -0.5516 -4.2572 0.007
F -4.377 -1.313 1.923 2.1463 -1.6201 0.8245 0.242
F -6.438 -0.587 2.531 -0.6283 -0.4616 1.1315 0.029
C -5.570 3.051 -1.608 -0.0321 0.1996 0.0504 0.000
C -4.751 1.783 -1.488 -0.4374 0.2804 0.7034 0.000
O -3.403 2.075 -2.020 -0.4285 -0.2298 -0.1095 0.000
C -2.823 1.179 -2.791 -2.0535 -3.2437 -0.5052 0.000
O -3.318 0.112 -3.207 1.5580 3.3222 0.9678 0.000
C -1.378 1.574 -3.180 -1.4402 -1.7990 1.0168 0.000
F -0.918 2.526 -2.356 0.7719 -0.5660 -0.4855 0.000
F -0.657 0.425 -3.185 0.3767 1.3696 0.4852 0.000
F -1.388 2.008 -4.419 0.4011 0.9662 -1.1498 0.000
H -5.729 3.274 -2.663 0.1469 0.5440 0.0574 0.000
H -5.114 3.844 -1.015 0.4729 0.2900 -0.5994 0.000
H -6.551 3.027 -1.133 -0.1221 -0.8537 -0.0795 0.000
H -5.237 0.944 -1.986 0.5263 0.0153 -0.1012 0.000
H -4.648 1.560 -0.426 0.3877 -0.3394 -0.2552 0.000
C 2.377 2.778 0.817 0.0549 -0.4768 0.1787 0.000
C 2.522 2.643 -0.714 0.5509 -1.3179 1.9522 0.000
O 3.466 3.635 -1.213 0.9543 0.6627 -0.4563 0.000
C 4.780 3.527 -0.988 0.6902 -5.5426 2.4048 0.000
O 5.372 2.508 -0.425 -2.8460 5.3473 -2.7802 0.000
C 5.637 4.682 -1.574 0.4085 -0.9762 1.9331 0.000
F 6.372 4.222 -2.533 1.2146 -1.2355 -1.8207 0.000
F 5.010 5.708 -2.048 -1.3977 1.4101 -0.0911 0.000
F 6.498 5.085 -0.614 -0.3141 0.3085 0.2614 0.000
H 3.086 2.142 1.347 0.2704 0.0169 -0.2345 0.000
H 1.407 2.408 1.149 -0.1965 0.1855 -0.1876 0.000
H 2.537 3.778 1.220 -0.2174 0.1901 -0.3740 0.000
H 1.541 2.609 -1.186 0.3744 1.2243 -0.5461 0.000
H 2.918 1.644 -0.895 0.3578 0.1162 -0.2051 0.000
C 1.622 -3.061 3.149 -0.3896 -1.7820 0.3475 0.000
C 0.901 -1.830 3.598 -1.6553 -1.1950 0.6427 0.001
O 1.879 -0.920 3.897 3.5358 4.4477 1.4879 0.001
C 1.587 0.339 4.373 -1.8952 -0.6151 -2.4877 0.000
O 0.493 0.840 4.209 1.7791 -0.3542 1.2647 0.000
C 2.848 1.177 4.883 -3.1899 -1.1909 0.2491 0.000
F 2.681 1.382 6.229 0.6024 0.0647 -0.9573 0.000
F 3.921 0.475 4.659 1.3339 0.3954 0.0764 0.000
F 2.844 2.366 4.270 0.6203 -0.4682 0.3634 0.000
H 2.394 -2.887 2.399 -0.2768 0.0286 -0.1094 0.000
H 0.930 -3.860 2.885 -0.4914 0.5122 -1.1197 0.000
H 2.043 -3.654 3.961 0.7967 0.7881 0.5775 0.000
H 0.471 -1.955 4.592 -1.0114 -0.7523 -0.3116 0.000
H 0.145 -1.477 2.898 0.1340 0.0863 -0.0343 0.000
C 3.106 -2.843 -1.184 -1.2290 1.5053 -0.1634 0.000
C 1.643 -2.291 -1.340 0.7589 -1.3574 0.8895 0.000
O 1.322 -2.334 -2.745 -2.2192 -0.4870 -0.6176 0.000
C 0.016 -2.611 -3.149 -3.0110 0.4446 4.1535 0.000
O -1.064 -2.567 -2.439 6.3875 -0.2987 -4.0676 0.000
C -0.044 -3.046 -4.684 0.8037 -0.1079 4.2401 0.000
F -1.054 -2.409 -5.116 -1.9795 1.7134 -2.4451 0.000
F 1.069 -2.828 -5.373 0.0220 0.1152 -0.4326 0.000
F -0.344 -4.334 -4.706 0.3313 -1.1933 -0.4787 0.000
H 3.224 -3.828 -1.635 -0.0976 0.0608 0.2016 0.000
H 3.310 -2.825 -0.113 0.1266 -0.3708 -0.0031 0.000
H 3.790 -2.128 -1.642 0.1904 -0.1548 -0.1537 0.000
H 1.490 -1.324 -0.861 0.2046 0.3646 -0.6387 0.000
H 1.005 -2.938 -0.738 -0.4732 -0.2259 -0.5036 0.000
```
Positions in Å, forces in eV/Å.

The value obtained for the gap between HOMO and LUMO (spin up / spin down) is 0.331 / 0.146 Eh. The spin multiplicity is 2. As for the charge: -2.



(2)
The following is a DFT calculation (wB97M-V/def2-TZVPD) of 3 unconnected molecules or ions with the total composition C16H20BrN4 at a distorted geometry.

The geometry in XYZ format:
```
41
Properties=species:S:1:pos:R:3:forces:R:3:mulliken_charge:R:1
C 0.990 -0.013 0.804 0.1933 -0.8957 0.2971 -1.341
C 0.117 -0.674 -0.288 0.3495 0.3763 0.5287 0.297
C -0.872 0.266 -1.010 0.4333 -0.1086 -0.2734 -0.062
Br -0.229 2.136 -1.113 -0.1600 -0.7599 -0.0999 -0.068
N -2.217 0.312 -0.388 0.1337 -0.2836 0.1683 0.203
C -2.790 -0.600 0.503 -0.0372 -0.0256 0.1007 0.014
C -4.018 -0.125 0.816 -0.3102 -0.1153 0.3246 -0.548
N -4.190 1.057 0.119 0.4179 -0.6385 0.0526 0.021
C -3.095 1.274 -0.602 -1.0235 1.0684 -0.2068 -0.274
H 1.632 -0.816 1.208 -0.2337 0.3019 -0.1227 0.412
H 0.401 0.338 1.667 0.1468 0.1696 -0.4487 0.298
H 1.672 0.755 0.425 -0.4146 -0.0574 0.0903 0.459
H 0.786 -1.126 -1.035 -0.3337 0.2744 0.0402 0.312
H -0.407 -1.513 0.202 0.0093 0.2810 -0.4049 -0.374
H -0.980 -0.031 -2.062 -0.1580 0.1003 0.4153 0.439
H -2.319 -1.513 0.864 0.0649 0.3861 -0.2193 0.272
H -4.756 -0.537 1.496 0.1677 0.1995 -0.2714 0.403
H -4.983 1.686 0.111 0.0100 -0.2504 0.1371 0.232
H -3.070 2.155 -1.234 0.6911 -0.4076 0.0287 0.432
N 3.815 6.319 -1.326 -0.0638 -0.2086 -0.1281 -0.534
C 4.531 5.817 -2.332 0.0178 0.1574 0.1261 -0.206
C 4.156 4.700 -3.065 -0.0264 -0.0080 0.0262 -0.393
C 2.971 4.067 -2.731 -0.0620 -0.1174 -0.0470 -0.093
C 2.213 4.573 -1.687 0.0925 0.0564 -0.0456 0.142
C 2.677 5.697 -1.022 0.0482 0.1640 0.1062 -0.420
H 5.452 6.344 -2.555 0.0042 -0.0451 -0.0524 0.352
H 4.776 4.338 -3.873 0.0108 0.0243 0.0137 0.361
H 2.642 3.191 -3.277 0.0094 0.0149 -0.0017 0.349
H 1.281 4.105 -1.395 0.1468 0.2174 -0.0061 -0.032
H 2.116 6.130 -0.201 -0.0388 -0.0477 -0.0094 0.346
N -0.724 -3.717 1.852 -0.1391 -0.0908 -0.1239 -0.275
C -1.417 -4.259 2.857 0.0241 0.2113 -0.0539 -0.192
C -1.474 -5.620 3.106 0.0286 0.0016 -0.0299 -0.540
C -0.778 -6.472 2.264 -0.0027 -0.1008 0.0162 -0.123
C -0.054 -5.932 1.214 -0.0046 0.0097 0.0329 -0.715
C -0.058 -4.557 1.054 -0.0237 0.2176 0.0123 0.041
H -1.948 -3.556 3.489 -0.0071 -0.0670 0.0592 0.370
H -2.050 -6.003 3.938 0.0019 0.0318 -0.0009 0.355
H -0.799 -7.542 2.425 0.0009 0.0185 -0.0026 0.387
H 0.502 -6.563 0.535 0.0083 0.0317 -0.0018 0.354
H 0.498 -4.090 0.247 0.0283 -0.0858 -0.0258 0.339
```
Positions in Å, forces in eV/Å.

The value obtained for the gap between HOMO and LUMO is 0.307 Eh. As for the charge: +1.



(3)
The following is a DFT calculation (wB97M-V/def2-TZVPD) of a molecular structure, C16H20ClCoN3.

The geometry in XYZ format:
```
41
Properties=species:S:1:pos:R:3:forces:R:3:lowdin_spin:R:1
Co -0.344 1.092 -0.746 -0.2520 0.2811 0.2175 0.994
C 0.816 0.442 -3.345 -0.0115 -0.0779 0.0542 -0.001
N -0.091 -0.103 -2.307 0.2254 -0.0744 -0.1587 -0.015
C -1.453 -0.268 -2.866 0.0276 -0.0190 -0.0872 0.000
C 0.408 -1.390 -1.800 -0.0511 0.0938 0.0834 0.003
C 0.611 -2.476 -2.626 -0.0096 -0.0078 0.0411 -0.001
C 1.011 -3.692 -2.085 0.0044 0.0132 0.0608 0.003
C 1.174 -3.791 -0.710 0.0013 -0.0103 -0.0142 0.000
C 0.981 -2.700 0.126 -0.0227 -0.0115 -0.0450 0.002
C 0.616 -1.460 -0.410 0.0883 0.1638 -0.0944 0.001
N 0.379 -0.273 0.254 -0.0607 -0.3248 0.0381 0.003
C 0.619 0.024 1.584 0.0171 0.0151 -0.1310 -0.002
C 1.526 -0.593 2.447 -0.0697 -0.0175 0.0767 0.005
C 1.672 -0.131 3.749 -0.0214 0.0496 0.0029 -0.001
C 0.939 0.950 4.214 0.0148 -0.0568 -0.0320 0.006
C 0.065 1.601 3.348 0.0283 -0.0280 -0.0370 -0.001
C -0.074 1.154 2.051 -0.0862 0.0149 -0.0571 0.004
N -0.948 1.800 1.062 0.3573 0.0963 0.0928 -0.015
C -0.979 3.266 1.222 -0.0292 -0.0294 0.0883 -0.001
C -2.320 1.261 1.187 -0.0530 0.0093 0.0046 0.000
H 0.858 -0.228 -4.207 0.0070 -0.0018 0.0082 0.000
H 1.811 0.544 -2.918 0.0054 0.0062 -0.0070 0.000
H 0.452 1.419 -3.649 -0.0104 0.0060 -0.0106 0.000
H -1.433 -0.916 -3.746 -0.0038 -0.0186 0.0030 0.000
H -1.838 0.712 -3.141 0.0135 -0.0092 -0.0015 0.000
H -2.097 -0.718 -2.111 0.0021 0.0024 -0.0007 0.000
H 0.448 -2.382 -3.693 0.0055 -0.0236 0.0077 0.000
H 1.174 -4.548 -2.724 -0.0028 0.0003 0.0018 0.000
H 1.456 -4.740 -0.271 0.0004 0.0029 -0.0136 0.000
H 1.086 -2.824 1.192 -0.0060 -0.0186 -0.0117 0.000
H 2.147 -1.401 2.091 0.0031 0.0098 0.0365 0.000
H 2.386 -0.618 4.402 -0.0068 0.0016 0.0032 0.000
H 1.056 1.299 5.231 0.0070 0.0023 -0.0077 0.000
H -0.489 2.465 3.690 0.0249 -0.0160 0.0272 0.000
H -1.451 3.545 2.167 0.0144 -0.0059 -0.0064 0.000
H -1.540 3.695 0.398 -0.0227 -0.0057 0.0000 0.000
H 0.037 3.651 1.189 0.0066 0.0068 -0.0058 0.000
H -2.750 1.543 2.153 0.0016 -0.0080 0.0094 0.000
H -2.288 0.176 1.111 -0.0077 0.0013 0.0024 0.000
H -2.937 1.666 0.385 0.0121 0.0109 -0.0001 0.000
Cl -0.696 2.948 -1.898 -0.1406 -0.0228 -0.1385 0.018
```
Positions in Å, forces in eV/Å.

The value obtained for the gap between HOMO and LUMO (spin up / spin down) is 0.290 / 0.297 Eh. The spin multiplicity is 2. As for the charge: 0.



| no. | electronic energy (hartree) |
| --- | --- |
| 1 | -3695.51420 |
| 2 | -3414.47786 |
| 3 | -2628.96259 |